The following is a DFT calculation (wB97M-V/def2-TZVPD) of 5 unconnected molecules or ions with the total composition C4H16O4.

Its SMILES is C/C=C/C.O.O.O.O. The calculation puts the energy relative to the best compared isomer or geometry (same formula, charge and spin) at 105.81 kJ/mol. The value obtained for the largest force on an atom is 0.02879 Eh/bohr. Its frontier orbital gap is 9.525 eV.

XYZ file:
```
24
Properties=species:S:1:pos:R:3:mulliken_charge:R:1
C -0.5106 -1.4282 -1.0370 -1.2429
C -0.6491 0.0707 -0.8560 0.1530
C -1.0734 0.8594 -1.8245 -0.0771
C -1.1515 2.3506 -1.6531 -1.1734
H -1.5012 -1.8505 -1.2127 0.3504
H 0.2035 -1.7275 -1.7992 0.2815
H -0.1343 -1.8871 -0.1155 0.3142
H -0.2421 0.4676 0.0652 0.1902
H -1.4316 0.4916 -2.7864 0.3301
H -0.7636 2.7012 -0.6984 0.2929
H -2.1902 2.6606 -1.7951 0.3056
H -0.6218 2.8689 -2.4628 0.3187
O 0.5313 0.6262 2.7433 -0.5878
H 0.3508 1.4548 3.2014 0.2869
H 0.0623 -0.0259 3.2733 0.2841
O 3.1402 -1.0947 -1.8095 -0.6261
H 3.1760 -0.5199 -1.0370 0.3148
H 2.7282 -1.8986 -1.4558 0.3139
O -2.5381 -0.1002 2.3522 -0.6098
H -1.9517 -0.8647 2.4460 0.3047
H -2.9027 -0.3229 1.4797 0.3116
O 2.5059 -1.3106 1.5955 -0.6313
H 1.7170 -0.7624 1.5276 0.2901
H 3.2467 -0.7583 1.8585 0.3059
```